Entry 1:
DFT (ωB97M-V/def2-TZVPD) results for a structure of composition C30H60AsF6O30RbTl.

```
129
Properties=species:S:1:pos:R:3
Rb 10.150 -19.429 -8.868
Tl 7.565 -26.713 -9.061
As 7.805 -22.477 -3.875
F 8.254 -21.206 -2.631
F 6.742 -23.275 -2.697
F 7.359 -23.612 -5.173
F 8.806 -21.585 -5.091
F 9.145 -23.408 -3.230
F 6.354 -21.575 -4.357
C 7.268 -16.464 -4.932
O 8.302 -15.783 -4.188
C 9.502 -15.542 -4.718
O 9.856 -15.851 -5.814
O 10.162 -14.863 -3.817
C 11.437 -14.281 -4.095
H 7.033 -15.824 -5.782
H 6.364 -16.732 -4.384
H 7.662 -17.395 -5.341
H 11.683 -13.500 -3.376
H 11.367 -13.665 -4.991
H 12.298 -14.950 -4.104
C 6.281 -28.578 -1.803
O 7.047 -29.714 -2.082
C 7.620 -29.816 -3.389
O 7.553 -28.974 -4.272
O 8.319 -30.895 -3.585
C 8.613 -31.874 -2.676
H 5.324 -28.397 -2.293
H 6.813 -27.629 -1.862
H 6.058 -28.722 -0.746
H 9.017 -32.760 -3.166
H 7.807 -32.012 -1.955
H 9.533 -31.589 -2.166
C 2.765 -16.659 5.349
O 3.760 -16.426 4.289
C 4.274 -17.456 3.517
O 4.115 -18.725 3.620
O 4.958 -16.825 2.566
C 5.655 -17.509 1.487
H 2.453 -15.705 5.775
H 3.259 -17.173 6.174
H 1.944 -17.321 5.075
H 5.217 -17.173 0.547
H 5.681 -18.599 1.481
H 6.690 -17.168 1.500
C 13.667 -25.441 -5.323
O 13.798 -26.803 -4.895
C 12.900 -27.692 -5.417
O 11.897 -27.389 -6.141
O 13.119 -28.960 -5.030
C 13.958 -29.320 -3.910
H 13.875 -25.188 -6.363
H 14.444 -24.931 -4.754
H 12.656 -25.074 -5.149
H 14.527 -28.486 -3.500
H 14.709 -30.067 -4.169
H 13.454 -29.837 -3.094
C 13.891 -19.317 -3.854
O 14.741 -18.352 -4.486
C 15.131 -18.558 -5.736
O 14.505 -19.345 -6.502
O 16.331 -17.944 -5.893
C 17.012 -18.082 -7.152
H 14.262 -19.657 -2.887
H 13.604 -20.236 -4.364
H 12.949 -18.811 -3.642
H 16.306 -18.069 -7.982
H 17.666 -18.955 -7.155
H 17.707 -17.243 -7.165
C 4.325 -24.854 3.201
O 5.227 -24.907 4.273
C 6.250 -25.871 4.274
O 6.457 -26.680 3.365
O 6.816 -25.956 5.476
C 7.909 -26.713 5.666
H 4.802 -24.465 2.302
H 3.484 -24.182 3.369
H 4.013 -25.812 2.785
H 7.755 -27.772 5.462
H 8.339 -26.627 6.664
H 8.770 -26.386 5.083
C 2.824 -30.520 -5.729
O 2.185 -29.305 -5.413
C 2.654 -28.195 -5.890
O 3.630 -28.117 -6.597
O 1.952 -27.215 -5.342
C 2.336 -25.858 -5.457
H 2.063 -31.290 -5.596
H 3.740 -30.706 -5.168
H 3.070 -30.671 -6.780
H 2.683 -25.471 -4.499
H 1.532 -25.258 -5.882
H 3.234 -25.719 -6.059
C 15.922 -26.311 2.800
O 14.537 -25.864 2.475
C 13.705 -26.651 1.826
O 14.070 -27.704 1.284
O 12.540 -26.069 1.794
C 11.450 -26.640 1.107
H 16.578 -25.964 2.002
H 16.045 -27.379 2.983
H 16.068 -25.936 3.813
H 11.240 -27.695 1.283
H 11.693 -26.391 0.075
H 10.551 -26.096 1.399
C 9.864 -21.476 2.840
O 10.771 -21.448 3.949
C 12.055 -21.214 3.740
O 12.617 -21.194 2.675
O 12.588 -21.242 4.976
C 13.967 -21.003 5.256
H 9.858 -22.501 2.471
H 10.170 -20.843 2.007
H 8.882 -21.165 3.195
H 14.034 -21.302 6.302
H 14.317 -19.998 5.017
H 14.434 -21.646 4.511
C 0.850 -20.162 -1.292
O -0.352 -20.707 -1.658
C -1.487 -19.956 -1.599
O -1.510 -18.818 -1.124
O -2.475 -20.501 -2.288
C -3.809 -19.937 -2.234
H 1.555 -20.974 -1.111
H 0.722 -19.602 -0.366
H 1.167 -19.385 -1.987
H -3.846 -18.864 -2.042
H -4.348 -20.389 -1.401
H -4.307 -20.091 -3.191
```

Computed properties:
Charge = +3
Orbital gap = 1.10 eV
Largest force on an atom = 4.852 eV/Å
E_tot = -6466.6244 Eh
LUMO = -13.929 eV

Löwdin atomic charge list, values in e, 4 entries:
1 Rb 0.9143
2 Tl 0.9878
3 As 0.8634
4 F -0.3252



Entry 2:
DFT (ωB97M-V/def2-TZVPD) results for the ion C7H14NO2S with charge +1.

```
25
Properties=species:S:1:pos:R:3
C 1.879 -0.881 -0.077
C 2.826 0.100 -0.638
C 2.072 1.433 -0.381
C 0.584 1.154 -0.592
C 0.247 0.218 1.586
C -3.582 -1.092 -0.402
C -0.759 -0.943 -0.309
N 0.409 -0.132 0.104
O 1.948 -1.981 0.339
O -2.453 0.971 0.770
S -2.400 0.235 -0.508
H 3.853 0.172 0.052
H 2.991 -0.247 -1.687
H 2.271 1.614 0.694
H 2.371 2.256 -1.023
H -0.033 1.816 -0.115
H 0.408 1.009 -1.749
H -0.667 0.804 1.791
H 0.154 -0.643 2.259
H 1.049 0.793 1.989
H -4.377 -0.497 -0.508
H -3.658 -1.564 0.509
H -3.333 -1.620 -1.320
H -0.635 -1.476 -1.238
H -1.163 -1.500 0.454
```

Computed properties:
Charge = +1
Energy relative to the best compared isomer or geometry (same formula, charge and spin) = 1.6620 eV
Orbital gap = 9.52 eV
Largest force on an atom = 4.383 eV/Å
E_tot = -878.1922 Eh
LUMO = -3.588 eV

natural (NBO) atomic charge list, values in e, 4 entries:
1 C 0.7660
2 C -0.5576
3 C -0.4132
4 C -0.2209



Entry 3:
DFT (ωB97M-V/def2-TZVPD) results for an isolated molecule of C2H2F2N2O2S.

```
11
Properties=species:S:1:pos:R:3
C -1.078 -1.431 -3.433
C -0.673 -1.471 -2.008
N -1.439 -1.454 -4.508
N 0.105 -0.098 0.117
O -1.646 1.050 -1.414
O 0.686 0.878 -2.028
F 0.553 -2.091 -1.802
F -1.581 -1.995 -1.228
S -0.447 0.284 -1.424
H 0.902 0.472 0.536
H -0.417 -0.751 0.575
```

Computed properties:
Charge = 0
⟨S²⟩ = 2.013
Spin multiplicity = 3
Orbital gap (spin up / spin down) = 5.15 / 6.97 eV
Largest force on an atom = 5.148 eV/Å
E_tot = -935.0236 Eh
LUMO (spin up / spin down) = 0.121 / -5.293 eV

natural (NBO) atomic charge list, values in e, 4 entries:
1 C 0.1073
2 C 0.3636
3 N -0.2577
4 N -0.6144



Entry 4:
DFT (ωB97M-V/def2-TZVPD) results for an isolated molecule of C20H24N2O3.

```
49
Properties=species:S:1:pos:R:3
C 2.144 -5.150 2.095
O 0.861 -4.581 2.012
C 0.565 -3.801 0.932
C -0.728 -3.283 0.889
C -1.139 -2.477 -0.153
C -0.255 -2.171 -1.181
O -0.552 -1.352 -2.246
C -1.912 -1.132 -2.539
C -2.633 -0.156 -1.597
O -3.827 -0.247 -1.401
N -1.802 0.768 -1.070
C -2.102 1.845 -0.229
C -3.404 2.231 0.054
C -3.644 3.349 0.835
C -2.586 4.089 1.329
C -1.284 3.700 1.064
C -1.018 2.571 0.299
N 0.288 2.135 -0.019
C 1.318 3.155 -0.069
C 2.522 2.609 -0.834
C 3.063 1.369 -0.130
C 1.941 0.345 0.009
C 0.748 0.970 0.726
C 1.032 -2.693 -1.146
C 1.445 -3.497 -0.100
H 2.923 -4.382 2.146
H 2.345 -5.816 1.250
H 2.150 -5.729 3.017
H -1.406 -3.526 1.692
H -2.147 -2.092 -0.151
H -2.477 -2.072 -2.560
H -1.927 -0.698 -3.545
H -0.821 0.716 -1.328
H -4.223 1.659 -0.350
H -4.660 3.643 1.047
H -2.769 4.968 1.929
H -0.467 4.278 1.468
H 0.911 4.030 -0.582
H 1.648 3.460 0.939
H 3.291 3.380 -0.900
H 2.210 2.347 -1.847
H 3.895 0.945 -0.695
H 3.432 1.644 0.860
H 2.280 -0.530 0.565
H 1.630 0.015 -0.983
H -0.065 0.245 0.812
H 1.047 1.259 1.748
H 1.709 -2.460 -1.953
H 2.452 -3.883 -0.109
```

Computed properties:
Charge = 0
Structure (SMILES) = COc1ccc(OCC(=O)Nc2ccccc2N2CCCCC2)cc1
Energy relative to the best compared isomer or geometry (same formula, charge and spin) = 1.8979 eV
Orbital gap = 8.80 eV
Largest force on an atom = 0.493 eV/Å
E_tot = -1111.7581 Eh
LUMO = 0.726 eV

natural (NBO) atomic charge list, values in e, 4 entries:
1 C -0.2513
2 O -0.4926
3 C 0.2780
4 C -0.2240



Entry 5:
DFT (ωB97M-V/def2-TZVPD) results for a cluster of 7 separate species, C18H45N7O14 in total.

```
84
Properties=species:S:1:pos:R:3
C 0.025 2.580 3.889
O -0.573 1.279 4.042
C -0.716 0.598 2.780
C 0.472 -0.470 2.589
C 1.737 0.177 1.867
C 2.653 -0.903 1.126
C 3.661 -0.119 0.171
C 3.487 -0.637 -1.326
C 2.067 -0.201 -1.956
C 1.240 -1.413 -2.502
N -0.045 -1.774 -1.898
C -0.577 -0.912 -0.844
C -1.205 0.477 -1.315
O -1.076 0.743 -2.721
C -0.416 1.987 -2.979
H 1.134 2.466 3.703
H -0.168 3.132 4.858
H -0.396 3.185 3.034
H -0.800 1.295 1.896
H -1.670 -0.012 2.858
H 0.812 -0.898 3.573
H 0.025 -1.316 1.984
H 1.315 0.840 1.045
H 2.401 0.772 2.557
H 2.047 -1.606 0.479
H 3.189 -1.562 1.878
H 3.435 0.987 0.210
H 4.735 -0.237 0.524
H 3.681 -1.742 -1.402
H 4.313 -0.137 -1.925
H 2.352 0.451 -2.840
H 1.599 0.486 -1.207
H 1.913 -2.331 -2.465
H 1.073 -1.252 -3.619
H -0.035 -2.744 -1.580
H -1.409 -1.481 -0.320
H 0.198 -0.705 -0.052
H -0.821 1.324 -0.662
H -2.323 0.440 -1.101
H -0.536 2.216 -4.079
H 0.695 1.970 -2.780
H -0.849 2.869 -2.423
C -4.702 -1.724 -0.968
N -4.828 -0.929 0.282
O -3.807 -0.674 0.894
O -5.952 -0.587 0.609
H -3.652 -1.954 -1.131
H -5.284 -2.635 -0.838
H -5.097 -1.118 -1.782
C -4.510 -1.863 3.807
N -3.392 -2.776 4.162
O -2.263 -2.424 3.867
O -3.687 -3.816 4.723
H -4.101 -0.984 3.316
H -5.176 -2.405 3.138
H -5.016 -1.590 4.731
C -9.221 -1.077 -0.319
N -9.026 -1.735 -1.636
O -9.260 -1.078 -2.635
O -8.643 -2.892 -1.623
H -9.560 -0.058 -0.484
H -9.969 -1.650 0.227
H -8.262 -1.088 0.195
C 2.065 2.328 -7.048
N 1.916 3.128 -5.806
O 2.926 3.384 -5.176
O 0.786 3.471 -5.504
H 3.118 2.096 -7.189
H 1.480 1.419 -6.925
H 1.687 2.930 -7.873
C 6.177 -2.980 0.800
N 6.699 -2.560 -0.524
O 7.651 -1.800 -0.540
O 6.133 -3.008 -1.504
H 6.772 -2.505 1.577
H 5.138 -2.659 0.859
H 6.258 -4.064 0.860
C 4.679 4.499 3.357
N 3.770 3.379 3.001
O 3.568 2.527 3.854
O 3.290 3.396 1.881
H 5.028 4.354 4.376
H 5.511 4.480 2.655
H 4.110 5.422 3.268
```

Computed properties:
Charge = 0
Structure (SMILES) = COCCCCCCCCNCCOC.C[N+](=O)[O-].C[N+](=O)[O-].C[N+](=O)[O-].C[N+](=O)[O-].C[N+](=O)[O-].C[N+](=O)[O-]
Orbital gap = 7.97 eV
Largest force on an atom = 2.016 eV/Å
E_tot = -2148.7851 Eh
LUMO = -0.283 eV

Löwdin atomic charge list, values in e, 4 entries:
1 C -0.1087
2 O -0.2131
3 C -0.2082
4 C -0.1548



Entry 6:
DFT (ωB97M-V/def2-TZVPD) results for a cluster of 2 separate species, C14H19B2Cl3N2O in total.

```
41
Properties=species:S:1:pos:R:3
Cl -0.126 0.893 -3.102
B -1.351 1.675 -1.973
Cl -2.878 2.334 -2.811
Cl -1.982 0.452 -0.669
O -0.718 2.806 -1.234
C -1.315 3.434 -0.289
C -0.966 4.786 0.025
C -1.836 5.601 0.783
C -1.414 6.850 1.216
C -0.133 7.307 0.876
C 0.703 6.545 0.036
C 0.292 5.295 -0.407
H -2.153 2.970 0.218
H -2.831 5.231 1.030
H -2.068 7.475 1.841
H 0.239 8.246 1.297
H 1.682 6.928 -0.252
H 0.912 4.680 -1.058
C -0.575 -6.338 0.634
N 0.277 -5.513 -0.197
C 0.527 -6.082 -1.506
C 0.610 -4.204 0.123
C 1.777 -3.876 0.852
C 2.072 -2.550 1.123
N 1.285 -1.523 0.704
B 1.612 0.001 1.029
H 0.765 0.769 0.502
C 0.193 -1.843 -0.017
C -0.210 -3.136 -0.303
H -0.773 -5.857 1.595
H -1.534 -6.531 0.137
H -0.081 -7.299 0.817
H 1.148 -5.418 -2.111
H 1.049 -7.038 -1.389
H -0.414 -6.263 -2.041
H 2.448 -4.666 1.190
H 2.969 -2.268 1.689
H 1.606 0.163 2.240
H 2.737 0.254 0.623
H -0.406 -0.987 -0.371
H -1.138 -3.300 -0.849
```

Computed properties:
Charge = 0
Orbital gap = 6.55 eV
Largest force on an atom = 2.362 eV/Å
E_tot = -2159.9850 Eh
LUMO = -1.966 eV

natural (NBO) atomic charge list, values in e, 4 entries:
1 Cl -0.2060
2 B 0.3983
3 Cl -0.2445
4 Cl -0.2737



Entry 7:
DFT (ωB97M-V/def2-TZVPD) results for an isolated molecule of C3H6N2O.

```
12
Properties=species:S:1:pos:R:3
C 1.082 -1.172 -0.846
C 0.222 -0.620 0.254
N 0.708 0.397 1.154
O 0.613 1.580 -0.070
C -0.388 0.772 0.298
N -1.686 1.102 0.679
H 0.476 -1.727 -1.563
H 1.586 -0.356 -1.360
H 1.836 -1.840 -0.429
H -0.460 -1.299 0.764
H -1.696 1.946 1.242
H -2.293 1.219 -0.124
```

Computed properties:
Charge = 0
Structure (SMILES) = C[C@H]1N2O[C@@]12N
Energy relative to the best compared isomer or geometry (same formula, charge and spin) = 4.5391 eV
Orbital gap = 10.28 eV
Largest force on an atom = 1.572 eV/Å
E_tot = -302.5263 Eh
LUMO = 0.596 eV

natural (NBO) atomic charge list, values in e, 4 entries:
1 C -0.6368
2 C -0.1216
3 N -0.1152
4 O -0.4054



Entry 8:
DFT (ωB97M-V/def2-TZVPD) results for a cluster of 3 separate species, C26H59ClN3O2P in total.

```
92
Properties=species:S:1:pos:R:3
C 1.023 1.850 -0.466
C 1.809 0.512 -1.020
C 0.848 -0.419 -2.004
C 0.718 0.387 -3.436
C -0.617 1.385 -3.503
C -1.865 0.680 -4.331
C -2.872 -0.102 -3.271
C -4.380 0.525 -3.193
C -4.738 1.353 -1.829
C -5.244 2.866 -2.335
C -3.880 3.688 -2.840
C -3.291 4.714 -1.690
Cl -4.307 4.532 -4.444
O -3.608 1.603 -0.923
C -3.716 0.851 0.336
C -3.096 -0.695 0.394
O -4.233 1.311 1.489
P -6.246 0.488 -1.022
N -7.001 1.386 0.090
H 1.703 2.301 0.395
H 0.907 2.683 -1.311
H -0.033 1.582 0.024
H 2.805 0.760 -1.604
H 2.046 -0.167 -0.068
H 1.442 -1.427 -2.174
H -0.176 -0.640 -1.476
H 1.645 1.089 -3.579
H 0.719 -0.395 -4.328
H -0.986 1.607 -2.393
H -0.339 2.450 -3.959
H -1.409 -0.129 -5.052
H -2.437 1.451 -5.023
H -2.992 -1.204 -3.716
H -2.323 -0.233 -2.247
H -5.182 -0.345 -3.310
H -4.515 1.255 -4.124
H -5.669 3.515 -1.438
H -6.037 2.742 -3.199
H -2.984 2.942 -3.089
H -2.135 4.858 -1.945
H -3.832 5.751 -1.641
H -3.327 4.210 -0.616
H -1.998 -0.601 -0.062
H -3.677 -1.446 -0.295
H -2.962 -1.052 1.503
H -5.830 -0.798 -0.449
H -7.215 0.191 -2.068
H -6.473 2.284 0.175
C -0.281 -0.159 3.044
C 0.476 0.056 4.351
N 1.346 1.238 4.348
C 2.266 1.280 5.490
C 1.657 1.420 6.882
C 0.709 2.512 4.014
C -0.454 2.972 4.887
H 0.406 -0.214 2.193
H -0.836 -1.102 3.089
H -1.008 0.636 2.856
H 1.095 -0.836 4.508
H -0.245 0.088 5.176
H 2.993 2.089 5.340
H 2.866 0.362 5.477
H 1.311 2.439 7.070
H 2.418 1.201 7.639
H 0.826 0.729 7.048
H 0.355 2.459 2.978
H 1.467 3.306 3.995
H -1.160 2.165 5.110
H -1.017 3.756 4.366
H -0.108 3.403 5.828
C 2.612 -3.814 0.869
C 3.971 -4.423 0.537
N 4.152 -4.737 -0.884
C 5.334 -5.565 -1.146
C 6.701 -4.958 -0.848
C 3.942 -3.636 -1.825
C 4.805 -2.390 -1.659
H 1.795 -4.461 0.532
H 2.516 -3.690 1.953
H 2.485 -2.826 0.419
H 4.050 -5.352 1.116
H 4.757 -3.755 0.906
H 5.318 -5.900 -2.192
H 5.241 -6.487 -0.559
H 6.993 -4.228 -1.606
H 7.463 -5.745 -0.859
H 6.743 -4.480 0.136
H 2.891 -3.330 -1.767
H 4.055 -4.006 -2.852
H 4.895 -2.074 -0.614
H 4.355 -1.555 -2.210
H 5.807 -2.535 -2.067
```

Computed properties:
Charge = 0
Structure (SMILES) = CCCCCCCC[C@](C[C@H](C)Cl)(OC(C)=O)[PH2]=N.CCN(CC)CC.CCN(CC)CC
Orbital gap = 8.27 eV
Largest force on an atom = 9.032 eV/Å
E_tot = -2141.9845 Eh
LUMO = 0.076 eV

Löwdin atomic charge list, values in e, 4 entries:
1 C -0.1464
2 C -0.2593
3 C -0.2028
4 C -0.1951